Molecular formula: C38H59ClF3NOP
Method: DFT, wB97M-V/def2-TZVPD

HOMO-LUMO gap, eV: 8.013
Charge: +1
Maximum force, Eh/bohr: 0.0406
Energy, Ha: -2714.1901
Lowest unoccupied orbital energy, Eh: -0.086

```
104
Properties=species:S:1:pos:R:3:lowdin_charge:R:1
C 3.520 2.620 3.030 -0.110
C 2.408 1.558 2.707 -0.252
C 2.432 1.054 1.226 -0.220
C 1.338 -0.052 0.974 -0.212
C 1.268 -0.557 -0.510 -0.198
C -0.199 -0.928 -0.938 -0.190
C -1.071 0.396 -1.085 -0.193
C -0.931 0.880 -2.568 -0.209
C -1.865 2.075 -2.956 -0.193
C -1.998 3.156 -1.840 -0.194
C -0.612 3.561 -1.228 -0.221
C -0.351 5.102 -1.171 -0.199
C 1.230 5.296 -1.023 -0.274
P 1.724 6.199 0.522 1.103
C 0.874 7.874 0.564 -0.318
N 0.192 8.210 1.819 -0.017
C 1.377 5.137 2.039 -0.273
O 0.063 5.265 2.544 -0.191
C -0.734 4.089 2.341 -0.241
C -1.837 3.945 3.461 -0.047
C 3.571 6.514 0.486 -0.295
C 4.308 5.918 -0.765 -0.714
C 5.808 6.444 -0.686 -0.120
Cl 4.423 4.095 -0.684 0.615
H 4.513 2.326 2.616 0.081
H 3.205 3.626 2.675 0.017
H 3.683 2.723 4.130 0.082
H 2.552 0.719 3.424 0.116
H 1.420 2.039 2.922 0.080
H 3.461 0.689 1.014 0.118
H 2.237 1.892 0.510 0.086
H 0.376 0.361 1.358 0.101
H 1.588 -0.906 1.650 0.117
H 1.724 0.209 -1.180 0.106
H 1.850 -1.509 -0.553 0.112
H -0.144 -1.354 -1.967 0.101
H -0.660 -1.641 -0.223 0.113
H -0.627 1.096 -0.335 0.071
H -2.116 0.190 -0.774 0.118
H -1.242 0.005 -3.207 0.091
H 0.145 1.049 -2.796 0.108
H -1.385 2.593 -3.828 0.115
H -2.839 1.712 -3.355 0.106
H -2.495 4.079 -2.228 0.109
H -2.689 2.777 -1.046 0.112
H -0.486 3.112 -0.223 0.078
H 0.183 3.115 -1.874 0.112
H -0.831 5.592 -0.294 0.091
H -0.662 5.577 -2.121 0.118
H 1.691 4.280 -0.936 0.051
H 1.674 5.730 -1.948 0.102
H 0.122 7.985 -0.250 0.110
H 1.662 8.641 0.388 0.095
H 0.739 7.964 2.639 0.072
H -0.684 7.701 1.889 0.072
H 1.703 4.077 1.890 0.076
H 2.061 5.539 2.832 0.119
H -0.160 3.138 2.327 0.098
H -1.305 4.240 1.393 0.103
H -2.232 2.912 3.494 0.084
H -1.499 4.330 4.443 0.083
H -2.686 4.594 3.143 0.079
H 3.722 7.621 0.436 0.103
H 4.076 6.186 1.422 0.101
H 3.869 6.266 -1.719 0.097
H 6.081 6.439 0.393 0.083
H 6.418 5.658 -1.182 0.066
H 5.930 7.438 -1.155 0.089
F -2.820 -0.812 -4.171 0.031
C -3.654 -1.823 -3.844 -0.280
C -5.004 -1.562 -3.688 -0.021
C -5.861 -2.604 -3.356 -0.077
C -5.359 -3.887 -3.174 -0.081
C -4.000 -4.133 -3.330 -0.069
C -3.141 -3.096 -3.672 -0.012
H -5.375 -0.554 -3.826 0.115
H -6.921 -2.414 -3.239 0.107
H -6.027 -4.697 -2.912 0.103
H -3.611 -5.130 -3.184 0.075
H -2.080 -3.270 -3.806 0.116
F -4.717 -7.234 -2.774 0.048
C -3.964 -7.781 -1.798 -0.285
C -4.559 -8.623 -0.877 -0.016
C -3.783 -9.190 0.125 -0.072
C -2.424 -8.902 0.201 -0.084
C -1.840 -8.049 -0.729 -0.075
C -2.612 -7.488 -1.739 -0.026
H -5.620 -8.830 -0.947 0.117
H -4.236 -9.857 0.847 0.107
H -1.822 -9.341 0.984 0.078
H -0.783 -7.822 -0.668 0.105
H -2.172 -6.830 -2.477 0.107
F -0.407 -9.622 2.433 0.041
C 0.858 -9.175 2.550 -0.283
C 1.080 -7.843 2.849 -0.020
C 2.385 -7.385 2.974 -0.086
C 3.450 -8.259 2.789 -0.097
C 3.211 -9.594 2.484 -0.079
C 1.907 -10.058 2.368 -0.013
H 0.237 -7.176 2.982 0.117
H 2.572 -6.346 3.216 0.102
H 4.467 -7.899 2.883 0.101
H 4.040 -10.274 2.335 0.107
H 1.702 -11.096 2.140 0.119
```

***

Molecular formula: C38H59N3O25S
Method: DFT, wB97M-V/def2-TZVPD

HOMO-LUMO gap, eV: 9.581
Charge: 0
Maximum force, Eh/bohr: 0.1089
Energy, Ha: -3926.6398
Lowest unoccupied orbital energy, Eh: -0.006

```
126
Properties=species:S:1:pos:R:3:lowdin_charge:R:1
C 0.112 -0.092 0.518 -0.084
C 0.527 -0.772 -0.791 -0.133
O -0.086 -0.040 -1.771 0.065
C -0.920 0.885 -1.220 -0.531
O -1.670 1.636 -1.893 0.081
O -0.772 0.922 0.075 0.051
H 0.848 0.468 1.094 0.100
H -0.288 -0.752 1.287 0.096
H 0.267 -1.830 -0.810 0.113
H 1.596 -0.757 -1.002 0.113
C 1.870 -1.020 -4.239 -0.123
C 2.561 -2.087 -5.146 -0.151
O 1.472 -2.570 -5.775 0.087
C 0.366 -2.461 -5.061 -0.558
O -0.669 -2.976 -5.420 0.146
O 0.638 -1.617 -4.054 0.053
H 1.735 -0.070 -4.756 0.117
H 2.306 -0.712 -3.289 0.126
H 3.309 -2.683 -4.625 0.122
H 3.111 -1.355 -5.738 0.131
C 2.015 3.324 1.291 -0.068
C 3.083 2.572 2.219 -0.080
O 3.786 1.741 1.309 0.062
C 3.361 1.941 0.069 -0.568
O 3.839 1.457 -0.946 0.122
O 2.164 2.530 0.125 0.026
H 2.286 4.368 1.131 0.128
H 0.952 3.411 1.512 0.117
H 2.508 2.152 3.044 0.089
H 3.782 3.310 2.611 0.127
C -3.079 0.358 -5.682 -0.145
C -3.410 -0.461 -4.440 -0.119
O -4.813 -0.390 -4.421 0.058
C -5.274 0.524 -5.348 -0.502
O -6.443 0.887 -5.442 0.118
O -4.250 1.006 -6.072 0.066
H -2.798 -0.233 -6.554 0.135
H -2.412 1.150 -5.343 0.127
H -2.972 0.185 -3.679 0.115
H -2.977 -1.447 -4.611 0.129
C -2.125 3.145 3.807 -0.160
C -2.202 1.728 3.236 -0.098
O -3.634 1.653 3.082 0.045
C -4.269 2.567 3.863 -0.491
O -5.487 2.679 4.052 0.126
O -3.326 3.351 4.396 0.099
H -1.564 3.870 3.217 0.131
H -1.519 2.969 4.695 0.131
H -1.788 0.981 3.912 0.096
H -1.631 1.467 2.345 0.102
C -3.336 3.947 0.103 -0.058
C -1.815 3.914 0.428 -0.140
O -1.639 5.270 0.733 0.057
C -2.776 5.857 1.167 -0.635
O -2.974 6.974 1.494 0.182
O -3.721 5.020 0.942 0.088
H -3.723 3.015 0.516 0.125
H -3.452 4.116 -0.968 0.145
H -1.251 3.613 -0.455 0.117
H -1.651 3.200 1.236 0.078
C -0.133 -3.177 2.257 -0.123
C -0.370 -4.307 3.262 -0.120
O -1.258 -5.214 2.587 0.029
C -1.709 -4.586 1.381 -0.510
O -2.255 -5.116 0.431 0.142
O -1.171 -3.411 1.318 0.072
H 0.930 -3.187 2.018 0.132
H -0.262 -2.226 2.773 0.104
H -0.827 -3.947 4.184 0.127
H 0.586 -4.819 3.375 0.129
C -6.280 0.352 1.411 -0.084
C -5.628 -0.941 1.992 -0.147
O -4.358 -0.987 1.499 0.068
C -4.308 -0.242 0.405 -0.543
O -3.385 -0.303 -0.342 0.175
O -5.445 0.544 0.255 0.055
H -6.198 1.178 2.117 0.102
H -7.332 0.212 1.162 0.130
H -6.250 -1.822 1.832 0.137
H -5.419 -0.644 3.020 0.128
C 1.671 4.382 -5.718 -0.118
C 1.292 3.117 -4.985 -0.249
C 1.568 3.207 -3.445 -0.145
C 1.460 4.602 -2.922 -0.246
N 1.434 5.623 -2.432 0.151
H 2.580 4.698 -5.206 0.071
H 1.064 5.281 -5.828 0.085
H 1.949 4.080 -6.729 0.072
H 1.637 2.188 -5.441 0.088
H 0.243 2.903 -5.193 0.098
H 2.610 2.991 -3.208 0.110
H 0.936 2.507 -2.899 0.095
C -0.610 -0.506 7.085 -0.103
C 0.837 0.034 7.237 -0.196
C 1.728 -0.571 6.033 -0.170
C 1.266 -0.041 4.760 -0.218
N 0.822 0.429 3.766 0.176
H -1.073 -0.146 6.166 0.050
H -1.160 -0.319 8.008 0.076
H -0.648 -1.576 6.884 0.068
H 1.335 -0.552 8.009 0.093
H 0.883 1.067 7.584 0.108
H 1.607 -1.653 5.984 0.115
H 2.791 -0.346 6.115 0.111
C 6.582 -3.470 1.565 -0.129
C 5.566 -2.922 0.562 -0.215
C 4.975 -1.564 1.045 -0.174
C 4.298 -1.514 2.339 -0.215
N 3.806 -1.425 3.387 0.155
H 7.136 -4.234 1.019 0.072
H 6.220 -3.643 2.578 0.073
H 7.426 -2.855 1.879 0.069
H 4.788 -3.685 0.566 0.103
H 6.078 -2.836 -0.397 0.113
H 4.231 -1.217 0.329 0.098
H 5.573 -0.653 1.039 0.124
C 2.709 -5.339 -3.416 -0.253
S 2.147 -4.575 -1.847 0.873
O 2.555 -3.067 -1.764 -0.580
C 0.372 -4.751 -2.062 -0.243
H 2.414 -4.855 -4.347 0.042
H 2.410 -6.386 -3.368 0.054
H 3.782 -5.356 -3.608 0.054
H 0.164 -5.750 -1.680 0.061
H -0.050 -4.401 -3.004 0.060
H -0.114 -4.098 -1.337 0.035
```

***

Molecular formula: C38H61AsBr2FN6O6RbS2Si4
Method: DFT, wB97M-V/def2-TZVPD

HOMO-LUMO gap, eV: 5.712
Charge: -2
Maximum force, Eh/bohr: 0.0454
Energy, Ha: -11726.9124
Lowest unoccupied orbital energy, Eh: 0.134

```
122
Properties=species:S:1:pos:R:3:lowdin_charge:R:1
Rb 1.141 -1.030 -0.848 0.895
Br 0.591 -0.569 -4.728 0.677
C -0.326 -2.234 -4.422 -1.014
Br -1.724 -2.063 -3.108 0.652
H 0.410 -2.926 -4.034 -0.021
H -0.774 -2.553 -5.354 -0.007
C -2.020 1.197 4.807 -0.182
Si -1.032 0.178 3.540 0.387
C -0.559 -1.454 4.366 -0.162
C 0.554 1.140 3.263 -0.165
N -1.821 -0.028 2.048 -0.074
C -2.970 -0.685 1.847 -0.324
C -3.881 -1.182 2.825 -0.056
C -5.047 -1.862 2.501 -0.150
C -5.404 -2.105 1.181 -0.146
C -4.555 -1.626 0.179 -0.052
C -3.413 -0.954 0.524 -0.276
F -2.615 -0.468 -0.460 -0.046
H -1.395 1.430 5.676 0.014
H -2.919 0.690 5.165 0.004
H -2.333 2.142 4.352 0.011
H -0.187 -1.305 5.384 0.017
H 0.229 -1.936 3.780 0.019
H -1.404 -2.146 4.407 0.013
H 1.099 1.232 4.209 0.030
H 0.351 2.148 2.891 0.030
H 1.211 0.642 2.544 -0.004
H -3.644 -1.017 3.870 0.076
H -5.687 -2.212 3.305 0.086
H -6.308 -2.644 0.928 0.077
H -4.772 -1.771 -0.873 0.108
C 8.224 -2.261 4.682 -0.068
C 6.998 -2.196 3.810 -0.290
C 5.844 -1.546 4.241 -0.045
C 4.719 -1.478 3.435 -0.041
C 4.738 -2.069 2.181 -0.265
C 5.876 -2.719 1.733 -0.054
C 6.997 -2.781 2.548 -0.051
S 3.283 -1.954 1.148 0.480
O 2.251 -2.695 1.837 -0.318
O 3.667 -2.478 -0.152 -0.351
N 2.868 -0.445 1.155 -0.223
C 3.582 0.552 0.541 -0.420
C 4.870 0.408 -0.021 -0.025
C 5.488 1.500 -0.578 -0.085
C 4.839 2.733 -0.585 -0.101
C 3.572 2.779 -0.035 -0.162
N 2.946 1.739 0.511 0.121
H 8.065 -1.732 5.622 0.066
H 9.086 -1.810 4.185 0.074
H 8.488 -3.294 4.919 0.073
H 5.830 -1.080 5.220 0.104
H 3.824 -0.962 3.762 0.119
H 5.870 -3.158 0.743 0.113
H 7.890 -3.286 2.193 0.107
H 5.335 -0.566 -0.066 0.097
H 6.468 1.389 -1.029 0.100
H 5.283 3.617 -1.022 0.082
H 3.015 3.712 -0.036 0.086
O -0.144 1.025 0.361 -0.307
H 0.716 1.134 0.795 -0.047
H -0.725 0.525 0.990 -0.056
O 4.236 -2.156 -3.123 0.001
N 3.178 -1.655 -2.746 -0.630
O 3.087 -0.460 -2.415 -0.172
O 2.127 -2.367 -2.698 -0.338
N 2.109 -5.089 -2.237 0.104
C 1.130 -5.225 -1.306 -0.679
N 0.322 -4.289 -0.946 0.102
C -0.580 -4.747 -0.001 -0.305
C -1.551 -3.958 0.609 0.010
C -2.397 -4.531 1.540 -0.065
C -2.276 -5.880 1.880 -0.107
C -1.303 -6.675 1.294 -0.117
C -0.462 -6.097 0.355 -0.486
S 0.859 -6.802 -0.543 1.027
H 2.345 -4.109 -2.449 0.056
H 2.894 -5.710 -2.145 0.083
H -1.626 -2.908 0.359 0.100
H -3.152 -3.912 2.010 0.089
H -2.944 -6.309 2.617 0.090
H -1.201 -7.719 1.567 0.094
C 0.383 4.616 -1.160 -0.216
Si -0.368 3.845 -2.698 0.250
C -1.062 5.232 -3.775 -0.221
C 1.023 3.026 -3.656 -0.227
As -1.834 2.132 -2.060 0.872
Si -3.059 3.239 -0.368 0.279
C -4.719 2.394 -0.143 -0.195
C -3.414 5.059 -0.755 -0.221
C -2.169 3.192 1.273 -0.209
Si -3.409 2.195 -3.796 0.234
C -4.565 0.725 -3.581 -0.226
C -2.463 1.910 -5.400 -0.230
C -4.523 3.694 -4.082 -0.224
H 1.216 5.263 -1.452 0.029
H 0.764 3.832 -0.502 0.016
H -0.332 5.213 -0.591 0.010
H -0.265 5.957 -3.972 0.023
H -1.887 5.755 -3.287 0.008
H -1.422 4.858 -4.736 0.009
H 1.811 3.751 -3.884 0.029
H 0.663 2.605 -4.598 -0.001
H 1.467 2.211 -3.080 0.023
H -5.280 2.303 -1.073 0.002
H -5.318 2.985 0.558 0.031
H -4.596 1.391 0.274 0.022
H -4.052 5.180 -1.630 0.003
H -2.502 5.633 -0.927 0.000
H -3.929 5.501 0.105 0.024
H -2.021 2.159 1.592 -0.007
H -2.791 3.709 2.013 0.032
H -1.191 3.674 1.237 0.022
H -4.019 -0.149 -3.224 -0.025
H -5.015 0.477 -4.549 0.026
H -5.372 0.926 -2.876 0.014
H -2.017 0.913 -5.394 -0.008
H -1.648 2.623 -5.542 0.004
H -3.137 1.987 -6.259 0.024
H -5.174 3.895 -3.230 0.009
H -5.162 3.458 -4.940 0.022
H -3.965 4.604 -4.309 0.010
```

***

Molecular formula: C38H62B2Br2CaCsF9IN3O15PSV
Method: DFT, wB97M-V/def2-TZVPD

HOMO-LUMO gap, eV: 0.684
Charge: 0
Maximum force, Eh/bohr: 0.1993
Energy, Ha: -11552.6146
Lowest unoccupied orbital energy, Eh: -0.218

```
137
Properties=species:S:1:pos:R:3:lowdin_charge:R:1
C -2.198 2.177 0.519 -0.137
N -2.569 0.681 0.470 -0.124
C -1.417 0.051 -0.293 -0.218
C -1.596 -1.567 -0.565 -0.401
P -3.457 -1.773 -1.105 0.829
N -3.882 -0.820 -2.334 -0.299
O -1.516 -2.382 0.693 -0.284
S -0.003 -2.213 1.448 0.892
O 0.170 -3.481 2.368 -0.329
O -0.123 -1.008 2.459 -0.363
C 1.439 -1.910 0.295 -0.267
C 2.689 -2.958 0.439 -0.171
C 3.331 -3.095 1.935 -0.199
C 3.446 -1.707 2.793 -0.193
C 4.914 -0.929 2.614 -0.196
C 5.847 -1.221 3.962 -0.214
C 5.296 -0.484 5.319 -0.236
C 5.470 1.147 5.343 -0.209
C 6.802 1.491 6.285 -0.224
C 7.460 2.859 5.652 -0.229
C 8.359 3.610 6.826 -0.207
C 8.657 5.194 6.528 -0.168
C 9.213 5.525 5.021 -0.201
O 8.622 6.827 4.594 -0.256
C 7.272 6.579 4.053 -0.126
C 1.050 -1.845 -1.303 -0.200
C 1.554 -0.391 -1.859 -0.154
C 3.220 -0.491 -1.956 -0.323
C 3.880 0.636 -2.948 -0.603
I 4.439 2.353 -1.640 0.668
C -0.530 -2.206 -1.631 -0.316
O -0.627 -3.694 -1.453 -0.082
C -0.907 -1.951 -3.223 -0.001
C -1.584 -3.276 -3.958 -0.271
O -2.745 -3.840 -3.628 -0.606
O -0.879 -3.884 -5.135 -0.097
H -1.835 2.410 1.607 0.100
H -1.312 2.413 -0.241 0.076
H -3.109 2.821 0.155 0.075
H -2.671 0.290 1.432 0.096
H -0.392 0.354 0.183 0.112
H -1.433 0.557 -1.375 0.134
H -4.233 -1.372 0.070 0.045
H -3.694 -3.179 -1.294 0.016
H -4.234 -1.440 -3.095 -0.052
H 1.874 -0.838 0.591 0.145
H 3.585 -2.733 -0.311 0.124
H 2.278 -4.024 0.107 0.136
H 2.780 -3.894 2.608 0.118
H 4.446 -3.498 1.790 0.126
H 2.563 -0.953 2.656 0.095
H 3.423 -2.025 3.944 0.114
H 5.420 -1.282 1.620 0.100
H 4.750 0.251 2.579 0.105
H 6.985 -0.931 3.801 0.118
H 5.767 -2.392 4.164 0.115
H 5.889 -0.893 6.271 0.115
H 4.153 -0.729 5.557 0.110
H 5.595 1.609 4.275 0.101
H 4.556 1.637 5.918 0.121
H 6.549 1.606 7.423 0.113
H 7.588 0.613 6.196 0.111
H 6.574 3.514 5.251 0.108
H 8.164 2.572 4.748 0.114
H 7.721 3.555 7.808 0.103
H 9.346 2.968 7.022 0.122
H 7.713 5.885 6.743 0.117
H 9.488 5.560 7.286 0.116
H 10.381 5.615 5.023 0.127
H 8.925 4.741 4.200 0.106
H 6.725 7.596 3.791 0.102
H 7.391 6.004 3.027 0.097
H 6.587 5.982 4.793 0.090
H 1.716 -2.664 -1.861 0.153
H 1.354 0.514 -1.114 0.125
H 1.117 -0.065 -2.894 0.113
H 3.541 -1.562 -2.322 0.108
H 3.702 -0.362 -0.874 0.080
H 4.886 0.214 -3.432 0.075
H 3.097 0.924 -3.769 0.062
H 0.124 -4.152 -1.933 0.128
H 0.142 -1.817 -3.778 0.139
H -1.489 -0.952 -3.422 0.128
H -1.201 -3.292 -5.905 0.090
C -2.730 -3.143 3.387 -0.090
C -3.730 -3.987 3.869 -0.077
C -4.697 -3.494 4.745 -0.091
C -4.671 -2.154 5.131 -0.100
C -3.673 -1.309 4.645 -0.094
C -2.700 -1.803 3.777 -0.096
H -1.975 -3.527 2.707 0.058
H -3.755 -5.030 3.563 0.086
H -5.472 -4.154 5.125 0.100
H -5.427 -1.769 5.809 0.098
H -3.653 -0.264 4.945 0.098
H -1.920 -1.146 3.404 0.060
C -5.612 -4.680 -7.141 -0.133
C -5.958 -3.611 -6.120 -0.426
O -5.568 -2.314 -6.593 -0.006
C -6.416 -1.721 -7.495 -0.295
O -7.453 -2.237 -7.899 0.169
C -5.908 -0.331 -7.878 -0.462
F -4.575 -0.321 -8.171 0.134
F -6.082 0.575 -6.874 0.159
F -6.539 0.185 -8.970 0.179
H -4.550 -4.635 -7.399 -0.183
H -5.837 -5.675 -6.748 0.098
H -6.173 -4.539 -8.070 0.095
H -5.400 -3.793 -5.196 0.111
H -7.024 -3.627 -5.862 -0.322
Ca -3.158 -5.067 -8.504 0.905
C -3.369 2.487 -4.517 -0.078
C -2.944 3.116 -3.200 -0.174
N -2.593 3.638 -2.108 0.103
H -3.656 3.268 -5.228 0.081
H -2.541 1.910 -4.938 0.066
H -4.221 1.822 -4.355 0.066
Br -2.841 -5.640 -3.487 0.825
B 5.705 8.602 6.659 -1.048
F 7.064 8.994 6.997 0.077
F 4.764 9.437 7.389 -0.120
F 5.494 8.769 5.230 0.042
F 5.498 7.209 7.020 0.073
Cs -8.168 -4.055 -4.672 1.415
B -9.349 2.110 -9.206 -0.983
O -10.185 0.979 -8.788 0.204
C -11.432 1.444 -8.633 -0.405
O -12.381 0.758 -8.289 0.121
C -11.467 2.850 -8.932 -0.402
O -12.451 3.571 -8.887 0.134
O -10.242 3.271 -9.275 0.223
F -8.768 1.846 -10.513 0.065
F -8.298 2.344 -8.228 0.059
O -4.433 -8.023 4.391 -0.698
V -5.604 -7.806 3.100 0.914
O -6.775 -7.589 1.808 -0.750
Br 3.461 11.100 6.866 0.761
```